19
Properties=species:S:1:pos:R:3:forces:R:3:nbo_charge:R:1 method="wB97M-V/def2-TZVPD" homo_lumo_gap_ev=9.192 smiles=CCSC.CSS max_force_ev_per_a=0.505 e_above_lowest_kj_mol=6.6 lumo_ev=0.69 e_tot_ha=-1354.15040
C -0.202 2.021 -0.358 -0.337 -0.196 -0.110 -0.63
C 0.010 1.684 1.104 0.426 -0.260 0.075 -0.50
S 0.615 -0.025 1.345 -0.326 0.301 -0.080 0.16
C 0.783 0.062 3.130 0.276 -0.350 0.120 -0.75
H -0.297 3.093 -0.536 0.023 0.012 0.180 0.22
H -1.109 1.543 -0.722 -0.088 -0.008 -0.039 0.22
H 0.602 1.645 -0.979 0.300 0.020 -0.051 0.22
H -0.898 1.794 1.687 -0.211 0.067 0.031 0.20
H 0.774 2.308 1.558 0.092 0.275 0.002 0.20
H 1.516 0.808 3.417 0.076 0.226 -0.013 0.21
H -0.159 0.268 3.630 -0.128 -0.016 -0.043 0.21
H 1.166 -0.900 3.469 -0.121 -0.018 0.004 0.23
C -1.142 -2.547 -2.717 0.179 0.120 0.101 -0.74
S -0.602 -0.818 -2.648 0.136 -0.066 0.032 0.08
S 1.417 -1.030 -2.272 -0.332 -0.049 -0.129 -0.14
H -0.844 -3.003 -3.653 0.017 -0.107 -0.139 0.22
H -2.225 -2.562 -2.617 -0.046 0.051 -0.032 0.23
H -0.696 -3.082 -1.884 -0.080 -0.061 0.031 0.22
H 1.291 -1.258 -0.955 0.144 0.059 0.059 0.14